No. 1
34
Properties=species:S:1:pos:R:3:nbo_charge:R:1 method="wB97M-V/def2-TZVPD" lumo_ev=-0.380 multiplicity=1 total_energy_ha=-578.57556 e_homo_ev=-8.996 orbital_gap_ev=8.6154 e_above_lowest_ev=5.3448
C 1.649 1.417 -0.536 -0.110
C -1.554 -0.616 -1.574 -0.053
C -0.524 -0.834 -0.733 -0.142
C -2.619 0.523 -1.324 -0.459
C -1.627 1.561 -0.998 -0.229
C -0.342 0.170 0.338 0.566
C 1.526 -1.506 -2.078 -0.644
C 0.068 -1.660 2.111 -0.600
C 1.728 0.154 1.976 -0.573
C -0.633 2.451 1.116 -0.434
C 0.415 -1.951 -1.187 -0.419
C 0.261 -0.250 1.632 -0.375
N 2.611 1.802 -1.033 -0.591
N -1.183 1.235 0.345 -0.410
H -1.622 -1.288 -2.410 0.207
H -3.209 0.649 -2.206 0.228
H -3.220 0.282 -0.466 0.229
H -0.694 1.698 -1.782 0.246
H -2.078 2.528 -1.004 0.212
H 2.134 -2.426 -2.305 0.208
H 2.239 -0.659 -1.749 0.268
H 1.306 -1.284 -3.157 0.212
H -0.766 -2.262 1.683 0.220
H 0.055 -1.679 3.231 0.221
H 0.905 -2.348 1.891 0.208
H 1.818 1.278 1.830 0.233
H 2.451 -0.354 1.162 0.237
H 1.989 -0.089 2.958 0.205
H 0.003 2.309 2.004 0.232
H 0.062 3.086 0.484 0.249
H -1.443 3.070 1.396 0.206
H 0.868 -2.515 -0.276 0.216
H -0.224 -2.666 -1.688 0.215
H -0.351 0.176 2.350 0.222

***

No. 2
13
Properties=species:S:1:pos:R:3:nbo_charge:R:1 method="wB97M-V/def2-TZVPD" lumo_ev=0.895 multiplicity=1 total_energy_ha=-286.57311 e_homo_ev=-10.828 smiles=CCOCC#N orbital_gap_ev=11.7228 e_above_lowest_ev=1.5928
C -1.794 -0.732 -0.087 -0.618
C -0.655 0.124 -0.560 -0.072
O 0.153 0.467 0.551 -0.514
C 1.435 0.879 0.190 -0.159
C 2.288 -0.287 -0.151 0.241
N 2.891 -1.259 -0.306 -0.305
H -2.455 -0.216 0.609 0.213
H -2.369 -0.998 -0.975 0.213
H -1.393 -1.624 0.397 0.218
H -1.055 1.014 -1.084 0.170
H -0.063 -0.501 -1.236 0.173
H 1.848 1.407 1.053 0.234
H 1.412 1.571 -0.658 0.206

***

No. 3
31
Properties=species:S:1:pos:R:3:nbo_charge:R:1 method="wB97M-V/def2-TZVPD" lumo_ev=0.689 multiplicity=1 total_energy_ha=-651.60385 e_homo_ev=-8.230 smiles="Cc1c[nH]c2ccccc12.CCC(N)=O" orbital_gap_ev=8.9191 e_above_lowest_ev=1.0812
C -1.010 0.151 2.909 -0.638
C -1.486 -0.088 1.523 -0.095
C -2.699 0.297 1.050 -0.036
N -2.910 -0.211 -0.243 -0.520
C -1.816 -0.926 -0.621 0.147
C -1.506 -1.719 -1.742 -0.255
C -0.437 -2.548 -1.633 -0.199
C 0.458 -2.651 -0.502 -0.262
C 0.206 -1.739 0.497 -0.140
C -0.924 -0.901 0.474 -0.132
H -0.547 1.148 3.024 0.211
H -0.228 -0.522 3.251 0.222
H -1.749 0.184 3.711 0.229
H -3.594 0.851 1.299 0.211
H -3.726 0.039 -0.766 0.410
H -2.054 -1.620 -2.667 0.218
H -0.130 -3.126 -2.506 0.207
H 1.270 -3.353 -0.555 0.222
H 0.885 -1.744 1.344 0.204
C 0.911 2.027 -1.840 -0.609
C 1.797 0.919 -1.188 -0.519
C 2.759 1.535 -0.213 0.687
N 2.329 1.466 1.127 -0.867
O 3.920 1.873 -0.346 -0.612
H -0.118 2.140 -1.495 0.213
H 0.972 1.841 -2.910 0.216
H 1.318 3.015 -1.607 0.215
H 1.327 0.180 -0.532 0.243
H 2.418 0.553 -1.989 0.238
H 3.018 1.558 1.856 0.406
H 1.345 1.373 1.291 0.383